Record 1
The molecule C2H2ClFS. Source: the Open Molecules 2025 dataset; level of theory: wB97M-V/def2-TZVPD.

The energy relative to the best compared isomer or geometry (same formula, charge and spin) is 0.0 kJ/mol. For the total energy, the calculation gives -28180.5392 eV. Its net charge is 0. As for the structure (SMILES): F[C@@H](Cl)C=S. The calculation puts the largest force on an atom at 0.0257 hartree/bohr. Its multiplicity is 1. The value obtained for the HOMO energy is -9.455 eV.

Last columns: bonded neighbours and bond lengths (Å).
Atoms and positions in Å:
1 C -0.154 0.194 -0.600  C2 1.506, H3 1.081, F5 1.377, Cl7 1.751
2 C 0.023 -0.463 0.744  C1 1.506, H4 1.132, S6 1.621
3 H 0.111 -0.338 -1.503  C1 1.081
4 H -0.526 0.061 1.583  C2 1.132
5 F -1.454 0.637 -0.687  C1 1.377
6 S 1.073 -1.661 1.041  C2 1.621
7 Cl 0.928 1.571 -0.579  C1 1.751

***

Record 2
The molecule C2H4N4O. Source: the Open Molecules 2025 dataset; level of theory: wB97M-V/def2-TZVPD.

The energy relative to the best compared isomer or geometry (same formula, charge and spin) is 447.9 kJ/mol. For the total energy, the calculation gives -10142.4927 eV. Its net charge is 0. As for the structure (SMILES): COn1cnnn1. The calculation puts the largest force on an atom at 0.0971 hartree/bohr. Its multiplicity is 1. The value obtained for the HOMO energy is -10.634 eV.

Last columns: bonded neighbours and bond lengths (Å).
Atoms and positions in Å:
1 C 0.334 -1.508 -0.869  H3 1.072, H4 1.118, H5 1.055, O11 1.450
2 C -0.940 0.994 0.665  H6 1.148, N7 1.327, N8 1.299
3 H 1.244 -1.878 -0.438  C1 1.072
4 H -0.315 -1.816 -0.013  C1 1.118
5 H -0.003 -1.965 -1.757  C1 1.055
6 H -2.023 0.764 0.360  C2 1.148
7 N 0.079 0.628 -0.103  C2 1.327, N10 1.327, O11 1.303
8 N -0.464 1.770 1.592  C2 1.299, N9 1.345
9 N 0.860 1.868 1.379  N8 1.345, N10 1.224
10 N 1.153 1.257 0.359  N7 1.327, N9 1.224
11 O 0.075 -0.114 -1.174  C1 1.450, N7 1.303

***

no.,gap between HOMO and LUMO (eV)
1,8.48
2,11.33